Below is a 2-piece molecular cluster, C5H8O overall, with properties calculated with ωB97M-V with the def2-TZVPD basis set.

XYZ file:
```
14
Properties=species:S:1:pos:R:3:nbo_charge:R:1
C -0.400 -1.353 0.726 -0.590
C -0.102 0.153 0.609 -0.415
C -1.192 1.005 -0.025 0.469
O -1.021 2.067 -0.563 -0.512
C 1.267 0.403 0.149 -0.011
C 2.433 0.522 -0.127 -0.211
H 0.178 -1.766 1.559 0.225
H -0.117 -1.907 -0.175 0.222
H -1.462 -1.537 0.924 0.212
H -0.281 -0.087 -2.247 -0.028
H -2.213 0.607 0.158 0.113
H -0.182 0.589 1.618 0.260
H -0.380 0.647 -2.263 0.027
H 3.471 0.656 -0.344 0.239
```

The multiplicity is 1. As for the SMILES: C#C[C@H](C)C=O.[H][H]. The energy above the lowest of the compared OMol25 structures with the same formula, charge and spin is 80.3 kcal/mol. The value obtained for the LUMO energy is 0.902 eV. As for the charge: 0. The energy comes out at -270.43000 a.u. The strongest force on any atom comes out at 0.6 eV/Å. The value obtained for the HOMO energy is -9.82 eV.

---

Below is a 10-piece molecular cluster, C62H123N12O6 overall in a non-equilibrium geometry, with properties calculated with ωB97M-V with the def2-TZVPD basis set.

XYZ file:
```
203
Properties=species:S:1:pos:R:3:mulliken_charge:R:1
C -0.675 -0.651 0.386 -0.751
C 0.152 0.131 -0.343 0.329
C -0.366 1.429 -1.051 0.402
O 0.286 2.194 -1.918 -0.811
C -1.689 1.831 -0.889 -0.528
C -2.649 1.071 -0.085 0.506
C -2.133 -0.397 0.408 0.346
O -2.974 -1.141 0.980 -0.768
O -3.633 1.625 0.413 -0.747
O 1.391 -0.164 -0.216 -0.812
H -0.317 -1.497 0.953 0.463
H -2.092 2.718 -1.354 0.400
C -6.052 5.868 3.266 -1.168
C -5.040 6.966 3.767 -0.343
N -3.623 6.795 3.419 0.177
C -2.638 7.766 3.484 -0.425
C -1.404 7.194 3.212 -0.446
N -1.588 5.827 3.122 0.178
C -2.927 5.581 3.366 -0.227
C -0.528 4.780 2.964 -0.844
H -6.967 6.415 3.039 0.360
H -6.303 5.190 4.082 0.318
H -5.635 5.495 2.331 0.386
H -5.164 7.082 4.844 0.338
H -5.325 7.947 3.385 0.393
H -2.900 8.785 3.726 0.438
H -0.386 7.555 3.220 0.480
H -3.331 4.582 3.438 0.378
H -0.950 3.785 3.101 0.252
H 0.263 4.882 3.707 0.384
H 0.059 5.013 2.076 0.364
C 5.327 2.375 3.687 -1.224
C 5.630 1.208 4.551 -0.340
N 4.522 1.158 5.417 0.259
C 3.213 0.717 5.185 -0.600
C 2.493 0.857 6.346 -0.448
N 3.351 1.362 7.330 0.100
C 4.572 1.454 6.736 -0.093
C 3.006 1.855 8.598 -0.768
H 5.377 3.347 4.177 0.342
H 4.456 2.371 3.031 0.362
H 6.066 2.529 2.901 0.401
H 6.524 1.532 5.084 0.260
H 5.709 0.270 4.002 0.352
H 2.824 0.493 4.202 0.601
H 1.444 0.832 6.603 0.462
H 5.509 1.829 7.120 0.345
H 2.468 2.803 8.601 0.357
H 3.944 2.142 9.072 0.300
H 2.422 1.102 9.126 0.330
C -8.533 -1.310 10.080 -1.362
C -7.561 -2.433 9.865 -0.102
N -6.752 -2.373 8.593 0.186
C -6.739 -1.356 7.630 -0.385
C -5.692 -1.516 6.715 -0.503
N -4.987 -2.671 7.043 0.178
C -5.695 -3.143 8.203 -0.305
C -3.926 -3.226 6.321 -0.770
H -9.212 -1.273 9.227 0.372
H -8.048 -0.335 10.116 0.377
H -9.158 -1.434 10.964 0.358
H -8.007 -3.427 9.837 0.343
H -6.802 -2.430 10.647 0.330
H -7.452 -0.549 7.710 0.423
H -5.408 -0.910 5.867 0.484
H -5.388 -4.034 8.732 0.394
H -3.342 -2.448 5.828 0.299
H -4.262 -3.979 5.608 0.346
H -3.293 -3.885 6.914 0.334
C -0.893 -6.345 -1.121 -0.916
C -2.068 -7.085 -1.686 0.438
O -3.096 -7.340 -1.023 -0.417
N -1.952 -7.670 -3.115 -0.144
H -2.740 -7.269 -3.604 0.345
H -1.174 -7.290 -3.636 0.392
C -1.956 -9.239 -3.213 -0.724
H -0.271 -7.070 -0.596 0.289
H -1.341 -5.641 -0.419 0.340
H -0.312 -5.788 -1.856 0.373
H -1.347 -9.561 -4.058 0.383
H -2.933 -9.690 -3.386 0.330
H -1.491 -9.650 -2.317 0.307
C -1.219 -1.484 -5.601 -0.982
C -2.474 -2.113 -6.162 0.570
O -3.653 -1.579 -6.244 -0.459
N -2.350 -3.550 -6.574 -0.220
H -1.545 -4.106 -6.322 0.368
H -3.037 -4.179 -6.185 0.378
C -2.639 -3.622 -8.128 -0.788
H -0.274 -1.881 -5.971 0.336
H -1.286 -1.690 -4.533 0.357
H -1.189 -0.404 -5.747 0.339
H -1.884 -3.140 -8.750 0.344
H -3.607 -3.134 -8.249 0.385
H -2.704 -4.699 -8.276 0.365
C 0.352 9.673 -1.825 -1.436
C 0.176 8.794 -3.063 -0.340
C 1.528 8.139 -3.480 -0.705
N 1.494 7.729 -4.990 0.035
C 1.536 9.026 -5.806 -0.940
C 2.572 6.743 -5.484 -0.672
C 2.015 5.758 -6.436 -0.413
C 0.482 5.922 -6.425 -0.737
C 0.219 6.934 -5.290 -0.661
H -0.658 9.918 -1.495 0.413
H 0.635 10.677 -2.143 0.358
H 0.884 9.151 -1.030 0.340
H -0.291 9.507 -3.742 0.252
H -0.688 8.152 -2.892 0.459
H 1.739 7.238 -2.903 0.479
H 2.467 8.691 -3.445 0.454
H 2.454 9.569 -5.582 0.346
H 0.629 9.579 -5.560 0.358
H 1.298 8.653 -6.802 0.449
H 3.377 7.410 -5.795 0.392
H 2.968 6.295 -4.572 0.380
H 2.330 5.779 -7.479 0.352
H 2.305 4.816 -5.972 0.266
H 0.289 6.241 -7.449 0.359
H 0.146 4.892 -6.304 0.336
H -0.636 7.596 -5.427 0.431
H 0.072 6.322 -4.400 0.446
C -7.561 2.290 -4.214 -1.310
C -8.345 1.105 -3.535 -0.172
C -8.465 1.378 -1.983 -0.978
N -9.074 0.221 -1.163 0.120
C -10.446 -0.150 -1.815 -1.060
C -9.218 0.662 0.335 -0.580
C -9.145 -0.553 1.077 -0.711
C -8.571 -1.657 0.252 -0.594
C -8.327 -1.131 -1.120 -0.651
H -7.957 3.303 -4.135 0.358
H -7.523 2.049 -5.276 0.372
H -6.549 2.296 -3.809 0.352
H -7.752 0.197 -3.648 0.290
H -9.329 0.955 -3.981 0.395
H -9.046 2.236 -1.645 0.459
H -7.493 1.566 -1.525 0.475
H -10.381 -0.780 -2.702 0.368
H -11.011 0.760 -2.017 0.373
H -11.029 -0.668 -1.053 0.432
H -10.113 1.284 0.328 0.453
H -8.329 1.265 0.514 0.408
H -10.142 -0.867 1.387 0.285
H -8.621 -0.344 2.010 0.416
H -9.146 -2.574 0.380 0.367
H -7.560 -1.770 0.643 0.286
H -8.707 -1.724 -1.952 0.384
H -7.270 -0.927 -1.289 0.462
C 3.866 -5.039 3.287 -1.356
C 4.494 -6.428 2.796 -0.263
C 5.986 -6.640 2.914 -0.775
N 6.456 -7.909 2.176 0.390
C 5.836 -9.231 2.759 -1.121
C 7.983 -8.128 2.296 -0.623
C 8.556 -7.954 0.863 -0.395
C 7.404 -8.502 0.078 -0.824
C 6.207 -7.792 0.603 -0.577
H 4.313 -4.679 4.214 0.346
H 2.806 -5.156 3.509 0.356
H 4.027 -4.274 2.529 0.366
H 4.228 -6.542 1.745 0.254
H 4.054 -7.254 3.354 0.334
H 6.411 -6.649 3.918 0.486
H 6.501 -5.816 2.421 0.374
H 6.276 -10.009 2.136 0.489
H 4.755 -9.281 2.621 0.353
H 6.259 -9.589 3.697 0.366
H 8.301 -9.123 2.610 0.368
H 8.323 -7.414 3.046 0.321
H 9.508 -8.410 0.593 0.389
H 8.614 -6.886 0.651 0.256
H 7.265 -9.583 0.066 0.343
H 7.392 -8.237 -0.979 0.398
H 5.259 -8.248 0.320 0.305
H 6.146 -6.732 0.353 0.439
C 9.352 2.652 -5.462 -1.278
C 8.276 2.200 -4.422 -0.166
C 8.192 0.674 -4.610 -0.896
N 7.084 -0.022 -3.781 0.305
C 5.682 0.337 -4.135 -1.212
C 7.199 -1.629 -3.853 -0.647
C 7.998 -2.026 -2.612 -0.532
C 7.437 -1.161 -1.663 -0.453
C 7.343 0.242 -2.303 -0.597
H 10.313 2.151 -5.579 0.368
H 9.493 3.699 -5.192 0.367
H 8.925 2.671 -6.465 0.358
H 7.309 2.684 -4.557 0.290
H 8.606 2.448 -3.414 0.414
H 9.085 0.117 -4.324 0.351
H 7.784 0.310 -5.553 0.373
H 4.949 -0.038 -3.420 0.534
H 5.543 0.015 -5.167 0.407
H 5.401 1.387 -4.206 0.369
H 6.187 -2.003 -3.693 0.387
H 7.601 -2.005 -4.793 0.318
H 7.873 -3.102 -2.490 0.355
H 9.061 -1.829 -2.754 0.306
H 6.485 -1.419 -1.199 0.327
H 8.242 -1.035 -0.939 0.320
H 6.507 0.772 -1.846 0.371
H 8.235 0.850 -2.153 0.258
```

The multiplicity is 1. The value obtained for the LUMO energy is -12.169 eV. As for the charge: +7. The energy comes out at -3541.71246 a.u. The strongest force on any atom comes out at 7.8 eV/Å. The value obtained for the HOMO energy is -14.37 eV.

---

no.,molecular weight (g mol⁻¹)
1,84.12
2,1132.74